[1]
Molecular formula: C10H16N5
Method: DFT, ωB97M-V/def2-TZVPD

Calculated values
**Structure (SMILES)**: CCN[C@@H]1CNC[C@@H]1N=C=C1C=CN=[NH+]1
**HOMO**: -12.09 eV
**Total charge**: +1
**Energy relative to the best compared isomer or geometry (same formula, charge and spin)**: 93.36 kcal per mole
**Kohn-Sham gap**: 7.888 eV
**LUMO**: -0.155 Eh
**Calculated total energy**: -664.0259 Eh

Bonds (Å) are listed after each position.
Geometry (Å):
1 C 2.887 -2.600 -0.482  C2 1.532, H16 1.028, H17 1.000, H18 0.994
2 C 1.428 -2.291 -0.130  C1 1.532, N3 1.484, H19 1.199, H20 0.993
3 N 1.395 -1.040 0.669  C2 1.484, C4 1.458, H21 1.010
4 C 1.777 0.267 0.149  N3 1.458, C5 1.583, C8 1.604, H22 1.104
5 C 2.245 1.413 1.135  C4 1.583, N6 1.456, H23 1.223, H24 1.155
6 N 1.929 2.652 0.440  C5 1.456, C7 1.467, H25 0.971
7 C 0.623 2.567 -0.223  N6 1.467, C8 1.597, H26 1.080, H27 1.029
8 C 0.608 1.027 -0.644  C4 1.604, C7 1.597, N9 1.394, H28 1.025
9 N -0.713 0.585 -0.672  C8 1.394, C10 1.158
10 C -1.784 0.250 -0.386  N9 1.158, C11 1.368
11 C -3.118 0.047 -0.160  C10 1.368, C12 1.400, N15 1.380
12 C -4.268 0.483 -0.829  C11 1.400, C13 1.413, H29 1.012
13 C -5.354 -0.141 -0.175  C12 1.413, N14 1.356, H30 1.093
14 N -4.875 -0.921 0.826  C13 1.356, N15 1.350
15 N -3.542 -0.725 0.903  C11 1.380, N14 1.350, H31 0.998
16 H 3.456 -2.549 0.373  C1 1.028
17 H 2.968 -3.537 -0.820  C1 1.000
18 H 3.177 -1.932 -1.159  C1 0.994
19 H 0.728 -2.091 -1.083  C2 1.199
20 H 1.053 -3.025 0.423  C2 0.993
21 H 1.947 -1.156 1.507  N3 1.010
22 H 2.437 0.062 -0.712  C4 1.104
23 H 1.569 1.225 2.138  C5 1.223
24 H 3.340 1.262 1.471  C5 1.155
25 H 2.694 3.094 0.037  N6 0.971
26 H 0.497 3.341 -0.965  C7 1.080
27 H -0.144 2.707 0.447  C7 1.029
28 H 0.823 0.903 -1.639  C8 1.025
29 H -4.454 1.089 -1.617  C12 1.012
30 H -6.395 -0.007 -0.482  C13 1.093
31 H -2.935 -0.956 1.660  N15 0.998

Löwdin population analysis, charges in e, atoms 1 to 5: -0.05, -0.20, -0.06, -0.25, -0.14

[2]
Molecular formula: C10H16O
Method: DFT, ωB97M-V/def2-TZVPD

Calculated values
**Structure (SMILES)**: Cc1ccc(O)cc1.CCC
**HOMO**: -8.68 eV
**Total charge**: 0
**Energy relative to the best compared isomer or geometry (same formula, charge and spin)**: 27.15 kcal per mole
**Kohn-Sham gap**: 9.525 eV
**LUMO**: 0.031 Eh
**Calculated total energy**: -465.8545 Eh

Bonds (Å) are listed after each position.
Geometry (Å):
1 C -0.347 2.307 1.509  C2 1.516, H9 1.091, H10 1.092, H11 1.087
2 C 0.745 1.393 0.987  C1 1.516, C3 1.383, C8 1.389
3 C 1.408 0.538 1.847  C2 1.383, C4 1.394, H12 1.081
4 C 2.412 -0.312 1.387  C3 1.394, C5 1.387, H13 1.079
5 C 2.777 -0.238 0.050  C4 1.387, O6 1.390, C7 1.381
6 O 3.788 -1.046 -0.456  C5 1.390, H14 0.959
7 C 2.043 0.532 -0.832  C5 1.381, C8 1.396, H15 1.082
8 C 1.071 1.417 -0.363  C2 1.389, C7 1.396, H16 1.083
9 H -1.332 1.874 1.325  C1 1.091
10 H -0.295 3.250 0.961  C1 1.092
11 H -0.272 2.503 2.576  C1 1.087
12 H 1.183 0.490 2.904  C3 1.081
13 H 2.839 -1.042 2.057  C4 1.079
14 H 3.692 -1.928 -0.093  O6 0.959
15 H 2.292 0.522 -1.885  C7 1.082
16 H 0.575 2.092 -1.049  C8 1.083
17 C -0.978 -1.101 -1.722  C18 1.535, H20 1.088, H21 1.084, H22 1.096
18 C -2.341 -1.584 -1.205  C17 1.535, C19 1.537, H23 1.089, H24 1.080
19 C -2.972 -0.725 -0.099  C18 1.537, H25 1.093, H26 1.085, H27 1.088
20 H -0.950 -1.102 -2.810  C17 1.088
21 H -0.531 -0.164 -1.409  C17 1.084
22 H -0.228 -1.856 -1.457  C17 1.096
23 H -3.030 -1.625 -2.047  C18 1.089
24 H -2.236 -2.594 -0.836  C18 1.080
25 H -3.335 -1.353 0.720  C19 1.093
26 H -2.181 -0.151 0.374  C19 1.085
27 H -3.795 -0.097 -0.432  C19 1.088

Löwdin population analysis, charges in e, atoms 1 to 5: -0.05, -0.29, -0.05, -0.02, -0.32

[3]
Molecular formula: C10H16O
Method: DFT, ωB97M-V/def2-TZVPD

Calculated values
**Structure (SMILES)**: CCc1ccc(O)cc1.CC
**HOMO**: -8.36 eV
**Total charge**: 0
**Energy relative to the best compared isomer or geometry (same formula, charge and spin)**: 30.51 kcal per mole
**Kohn-Sham gap**: 9.236 eV
**LUMO**: 0.032 Eh
**Calculated total energy**: -465.8492 Eh

Bonds (Å) are listed after each position.
Geometry (Å):
1 C 2.147 1.344 0.837  C2 1.534, H10 1.092, H11 1.091, H12 1.092
2 C 1.161 2.430 0.388  C1 1.534, C3 1.503, H13 1.095, H14 1.090
3 C -0.194 1.864 0.070  C2 1.503, C4 1.387, C9 1.381
4 C -0.910 1.269 1.099  C3 1.387, C5 1.387, H15 1.085
5 C -1.916 0.345 0.857  C4 1.387, C6 1.383, H16 1.080
6 C -2.286 0.068 -0.447  C5 1.383, O7 1.370, C8 1.381
7 O -3.035 -1.023 -0.799  C6 1.370, H17 0.972
8 C -1.746 0.806 -1.482  C6 1.381, C9 1.393, H18 1.083
9 C -0.720 1.703 -1.196  C3 1.381, C8 1.393, H19 1.095
10 H 1.868 0.288 0.825  C1 1.092
11 H 2.494 1.494 1.861  C1 1.091
12 H 3.073 1.341 0.258  C1 1.092
13 H 1.119 3.180 1.184  C2 1.095
14 H 1.610 2.935 -0.466  C2 1.090
15 H -0.608 1.378 2.135  C4 1.085
16 H -2.416 -0.079 1.715  C5 1.080
17 H -3.385 -1.476 -0.014  O7 0.972
18 H -2.085 0.708 -2.506  C8 1.083
19 H -0.436 2.367 -2.020  C9 1.095
20 C 1.376 -2.949 0.040  C21 1.514, H22 1.081, H23 1.090, H24 1.091
21 C 0.185 -2.296 -0.629  C20 1.514, H25 1.100, H26 1.085, H27 1.083
22 H 2.165 -3.275 -0.622  C20 1.081
23 H 1.839 -2.253 0.740  C20 1.090
24 H 1.170 -3.821 0.664  C20 1.091
25 H -0.008 -2.604 -1.667  C21 1.100
26 H 0.262 -1.219 -0.736  C21 1.085
27 H -0.724 -2.523 -0.088  C21 1.083

Löwdin population analysis, charges in e, atoms 1 to 5: -0.10, -0.20, -0.26, -0.05, -0.03

[4]
Molecular formula: C10H16O
Method: DFT, ωB97M-V/def2-TZVPD

Calculated values
**Structure (SMILES)**: CCc1ccc(O)cc1.CC
**HOMO**: -8.74 eV
**Total charge**: 0
**Energy relative to the best compared isomer or geometry (same formula, charge and spin)**: 33.73 kcal per mole
**Kohn-Sham gap**: 9.578 eV
**LUMO**: 0.031 Eh
**Calculated total energy**: -465.8441 Eh

Bonds (Å) are listed after each position.
Geometry (Å):
1 C -1.348 2.394 2.263  C2 1.523, H10 1.090, H11 1.095, H12 1.084
2 C -0.221 1.698 1.510  C1 1.523, C3 1.518, H13 1.085, H14 1.081
3 C -0.515 0.243 1.196  C2 1.518, C4 1.385, C9 1.400
4 C 0.057 -0.818 1.878  C3 1.385, C5 1.399, H15 1.084
5 C -0.195 -2.130 1.463  C4 1.399, C6 1.378, H16 1.080
6 C -1.091 -2.352 0.440  C5 1.378, O7 1.396, C8 1.400
7 O -1.433 -3.671 0.136  C6 1.396, H17 0.963
8 C -1.749 -1.320 -0.239  C6 1.400, C9 1.384, H18 1.082
9 C -1.504 -0.048 0.249  C3 1.400, C8 1.384, H19 1.087
10 H -2.179 2.596 1.588  C1 1.090
11 H -1.010 3.387 2.575  C1 1.095
12 H -1.604 1.883 3.183  C1 1.084
13 H 0.077 2.213 0.602  C2 1.085
14 H 0.705 1.696 2.070  C2 1.081
15 H 0.710 -0.697 2.734  C4 1.084
16 H 0.023 -2.894 2.195  C5 1.080
17 H -1.104 -3.870 -0.746  O7 0.963
18 H -2.685 -1.570 -0.719  C8 1.082
19 H -2.159 0.792 0.032  C9 1.087
20 C 1.475 0.351 -3.160  C21 1.522, H22 1.090, H23 1.082, H24 1.089
21 C 2.823 0.215 -2.467  C20 1.522, H25 1.093, H26 1.086, H27 1.095
22 H 1.538 0.618 -4.215  C20 1.090
23 H 0.945 -0.592 -3.128  C20 1.082
24 H 0.896 1.140 -2.679  C20 1.089
25 H 3.496 1.051 -2.678  C21 1.093
26 H 3.382 -0.690 -2.688  C21 1.086
27 H 2.670 0.375 -1.395  C21 1.095

Löwdin population analysis, charges in e, atoms 1 to 5: -0.09, -0.22, -0.25, -0.03, -0.02